Record 1
C35H71N9O9 | the ωB97M-V functional and the def2-TZVPD basis

```
124
Properties=species:S:1:pos:R:3:lowdin_charge:R:1
C -2.47146 2.51254 2.78564 -0.01
C -3.48382 1.33852 2.71403 -0.39
O -3.56436 0.55982 1.68615 -0.02
C -4.21718 0.96076 3.96436 -0.03
H -1.86394 2.27236 3.65818 0.08
H -2.78887 3.54964 2.89411 0.08
H -1.85865 2.42973 1.88802 0.06
H -3.49192 0.49551 4.63192 0.09
H -5.01072 0.24500 3.74970 0.09
H -4.55991 1.83716 4.51441 0.09
C 1.98949 2.91065 6.22677 -0.02
C 1.80789 3.75372 4.91017 -0.46
O 1.52520 4.92636 4.98240 0.04
C 1.82685 3.08364 3.52258 -0.01
H 1.55426 3.54123 7.00203 0.07
H 3.02122 2.94959 6.57624 0.07
H 1.67466 1.88283 6.04622 0.07
H 2.67792 3.58966 3.06682 0.09
H 0.98637 3.33931 2.87734 0.06
H 1.88889 2.00336 3.65394 0.07
C -0.64954 -1.33205 -7.65299 0.00
C -0.98997 -1.73543 -6.20333 -0.52
O -0.28108 -2.58997 -5.70278 0.01
N -2.04059 -1.09206 -5.61389 0.04
C -2.35398 -1.46694 -4.18545 -0.05
H -1.45071 -0.75911 -8.11987 0.07
H -0.74837 -2.23241 -8.25936 0.08
H 0.30931 -0.81411 -7.63259 0.09
H -2.34753 -0.15900 -5.84902 0.14
H -2.18633 -2.52459 -3.98208 0.07
H -3.40990 -1.35982 -3.93715 0.08
H -1.73894 -0.84325 -3.53672 0.06
C -2.37912 -5.47017 4.79321 -0.01
C -1.28634 -4.62320 4.22086 -0.57
O -1.55612 -3.78993 3.37577 0.04
N -0.06613 -4.79431 4.71595 0.01
C 1.10549 -4.05037 4.38525 -0.08
H -3.29102 -4.88723 4.92239 0.09
H -2.31538 -5.80724 5.82783 0.07
H -2.58814 -6.38212 4.23395 0.09
H 0.07815 -5.67282 5.19290 0.14
H 1.62567 -4.45300 3.51612 0.08
H 1.76451 -3.96498 5.24927 0.09
H 0.92901 -2.99361 4.18469 0.08
C -4.22817 1.05007 -2.08280 0.01
C -4.55744 2.50865 -1.71590 -0.60
O -4.79809 3.34501 -2.58794 0.02
N -4.57200 2.73714 -0.46936 0.02
C -4.87100 4.02670 0.10128 -0.04
H -4.17082 0.85428 -3.15353 0.06
H -5.06981 0.41450 -1.80751 0.09
H -3.22089 0.79355 -1.75465 0.06
H -4.12378 2.04900 0.11856 0.10
H -4.02150 4.43943 0.64545 0.06
H -5.69691 3.91786 0.80422 0.09
H -5.11584 4.70351 -0.71730 0.09
C 0.04309 -4.50073 -2.31833 0.02
C -0.86055 -3.90494 -1.20954 -0.50
O -1.48795 -2.82242 -1.34558 -0.03
N -0.91700 -4.45187 -0.04252 0.02
C 0.08856 -5.28059 0.57375 -0.05
H -0.32443 -4.16482 -3.28797 0.07
H -0.04207 -5.58736 -2.30966 0.08
H 1.11066 -4.36563 -2.14473 0.08
H -1.62183 -4.12836 0.60453 0.14
H 0.89310 -4.60879 0.87286 0.07
H 0.45194 -6.02867 -0.13082 0.09
H -0.29451 -5.73347 1.48823 0.08
C -1.07525 5.07413 0.31727 0.00
C -0.19944 5.95393 -0.55369 -0.53
O 0.53630 5.53025 -1.47006 0.01
N -0.26766 7.24065 -0.24861 0.01
C 0.24352 8.31705 -1.05574 -0.07
H -1.89882 4.66468 -0.26770 0.08
H -1.42312 5.42522 1.28877 0.08
H -0.44335 4.21981 0.56005 0.06
H -0.79578 7.49777 0.57301 0.14
H 0.84584 8.24119 -1.96103 0.10
H 0.88748 8.87398 -0.37513 0.08
H -0.54019 9.07322 -1.10139 0.08
C 2.94829 -4.41079 -5.11274 0.00
C 3.03323 -3.32502 -4.03901 -0.56
O 4.02193 -3.14001 -3.29043 -0.01
N 1.97798 -2.52906 -4.10552 0.00
C 1.64126 -1.36345 -3.28628 -0.03
H 2.56335 -4.02020 -6.05473 0.08
H 2.22104 -5.15866 -4.79665 0.07
H 3.95694 -4.82304 -5.14083 0.08
H 1.33800 -2.74675 -4.85594 0.07
H 1.77857 -0.35308 -3.67149 0.09
H 2.09534 -1.53097 -2.30963 0.08
H 0.57189 -1.53635 -3.16523 0.05
C -0.22529 1.19233 -1.08229 0.01
C -0.04262 0.57624 0.24881 -0.60
O 0.69006 1.10424 1.05488 0.01
N -0.69143 -0.58517 0.45650 0.05
C -0.79967 -1.17069 1.79237 -0.07
H -0.74312 2.12297 -0.85014 0.08
H -0.73535 0.56853 -1.81632 0.06
H 0.77848 1.35696 -1.47399 0.08
H -0.97414 -1.15249 -0.32983 0.09
H -0.24589 -0.52836 2.47709 0.08
H -0.38980 -2.17845 1.85973 0.05
H -1.84507 -1.25197 2.09007 0.07
N 3.38018 4.46502 -0.94670 0.01
C 3.07368 3.08827 -0.65041 -0.10
C 4.24868 2.36944 -0.67922 -0.13
C 5.27404 3.23633 -1.08160 -0.12
C 4.73818 4.56292 -1.26207 -0.11
H 2.74935 5.25130 -0.88405 0.10
H 2.05802 2.81547 -0.40461 0.07
H 4.38909 1.33730 -0.39395 0.09
H 6.32073 2.97068 -1.09765 0.08
H 5.14898 5.54955 -1.41768 0.09
N 3.62968 -2.39499 2.45888 0.01
C 2.91735 -2.22784 1.27709 -0.13
C 3.45617 -3.07992 0.39077 -0.14
C 4.30100 -4.03775 1.01610 -0.08
C 4.41661 -3.56706 2.31894 -0.13
H 3.55072 -1.91131 3.34201 0.13
H 2.16656 -1.45377 1.21754 0.10
H 3.27062 -2.96057 -0.66646 0.08
H 4.77120 -4.91095 0.58849 0.09
H 4.97808 -3.97646 3.14571 0.09
```

Its SMILES is c1cc[nH]c1.c1cc[nH]c1.CNC(C)=O.CNC(C)=O.CNC(C)=O.CNC(C)=O.CNC(C)=O.CNC(C)=O.CNC(C)=O.CC(C)=O.CC(C)=O. The value obtained for the largest force on an atom is 0.1145 hartree/bohr. The value obtained for the HOMO energy is -0.26644 Ha. For the LUMO energy, the calculation gives 0.15 eV. As for the energy: -2546.1660 Eh.

***

Record 2
C35H72B2Br2F3O7 | the ωB97M-V functional and the def2-TZVPD basis

```
121
Properties=species:S:1:pos:R:3:lowdin_charge:R:1
C 1.48323 -1.99941 4.35648 -0.05
C 0.02266 -1.80548 4.84736 -0.24
O -0.74104 -1.20659 3.82662 -0.14
C -1.25281 -2.17662 2.93505 -0.12
C -1.37984 -1.66304 1.47298 -0.39
C -2.33057 -2.53789 0.63667 -0.12
C -3.77689 -2.06280 0.73229 -0.18
C -4.44413 -2.31434 2.11251 -0.18
C -4.55490 -0.98607 2.89257 -0.16
C -4.12493 -1.08921 4.36563 -0.16
O -4.75914 -0.06999 5.17583 -0.03
C -4.08367 1.10986 5.14014 -0.57
C -4.77915 2.23215 4.40286 0.02
O -3.05354 1.28234 5.65640 0.16
C 0.09818 -1.65764 0.83023 -0.12
O 0.57211 -0.42366 1.28337 -0.04
B -0.52588 0.55939 1.13773 -0.81
C -0.31754 1.31859 -0.30310 -0.06
C -1.63477 1.77165 -0.98426 -0.18
C -1.67024 3.21506 -1.43649 -0.79
F -2.76350 3.35881 -2.24662 -0.11
Br -1.97335 4.46882 0.03617 0.83
C -0.40786 3.64867 -2.27799 -0.94
F 0.38834 4.41164 -1.57636 0.02
F 0.22266 2.64226 -2.79971 0.10
Br -0.96647 4.78356 -3.81184 0.77
C -0.71766 1.63073 2.41049 0.04
B 0.63791 2.17660 2.98358 -0.68
O 0.92859 1.94845 4.31246 0.14
O 1.54897 2.88720 2.18215 0.10
O -1.70729 -0.33630 1.26447 0.02
H 2.16298 -1.45922 5.01480 0.07
H 1.78913 -3.05232 4.36079 0.06
H 1.57588 -1.64745 3.32790 0.06
H 0.06760 -1.14764 5.71658 0.11
H -0.42556 -2.74686 5.19329 0.11
H -0.56357 -3.03451 2.91457 0.12
H -2.19647 -2.57955 3.32962 0.10
H -2.22096 -3.61007 0.84623 0.11
H -2.01585 -2.42268 -0.40596 0.11
H -4.35025 -2.64142 -0.00277 0.10
H -3.87431 -1.00927 0.48458 0.10
H -5.46517 -2.64967 1.90469 0.10
H -3.96947 -3.11301 2.68318 0.09
H -5.56355 -0.56454 2.87355 0.12
H -3.91920 -0.22257 2.43213 0.10
H -3.04438 -0.96457 4.47569 0.11
H -4.43870 -2.06182 4.74693 0.12
H -4.35904 2.26779 3.39260 0.09
H -4.61461 3.19787 4.87300 0.08
H -5.84633 2.05059 4.27594 0.08
H 0.02748 -1.63203 -0.27314 0.12
H 0.74611 -2.49953 1.10148 0.11
H 0.43193 2.11288 -0.23457 0.10
H 0.13681 0.57028 -0.96868 0.10
H -2.42850 1.67116 -0.23545 0.11
H -1.94724 1.13662 -1.81397 0.13
H -1.28875 1.09212 3.17304 0.07
H -1.37898 2.41943 2.02245 0.05
H 0.11350 1.67816 4.75638 0.09
H 1.36991 3.83406 2.24621 0.10
C -1.30520 -7.37782 2.60533 -0.11
C 0.02983 -6.70859 2.91832 -0.26
C 0.56420 -5.85619 1.76919 -0.23
C 0.87040 -6.61601 0.47860 -0.22
C 1.87212 -7.76070 0.62231 -0.27
C 3.25469 -7.30333 1.07681 -0.11
H -1.22088 -8.07683 1.77116 0.06
H -1.66181 -7.93979 3.47085 0.07
H -2.06352 -6.63286 2.35370 0.07
H 0.76323 -7.46882 3.20365 0.10
H -0.10021 -6.06502 3.79322 0.10
H 1.46548 -5.33696 2.10928 0.10
H -0.16066 -5.06649 1.54663 0.09
H 1.25002 -5.90209 -0.25925 0.11
H -0.05948 -7.01210 0.05904 0.10
H 1.97070 -8.25538 -0.34864 0.10
H 1.48990 -8.51839 1.31271 0.10
H 3.67177 -6.57331 0.38016 0.08
H 3.94016 -8.15196 1.12397 0.07
H 3.22403 -6.85092 2.06926 0.07
C -1.23729 3.39448 -8.67119 -0.11
C -0.57913 4.68007 -8.17990 -0.27
C -1.57543 5.70073 -7.63396 -0.24
C -2.59971 6.21897 -8.64468 -0.23
C -2.00706 6.87190 -9.89239 -0.27
C -1.17785 8.11632 -9.59093 -0.12
H -1.91376 3.58069 -9.50773 0.06
H -0.48031 2.68572 -9.01170 0.07
H -1.80545 2.91837 -7.86936 0.08
H 0.01456 5.11984 -8.98711 0.10
H 0.12611 4.42763 -7.38375 0.10
H -1.01876 6.54448 -7.21480 0.10
H -2.11493 5.25263 -6.79364 0.09
H -3.24745 6.94270 -8.13911 0.11
H -3.25399 5.39837 -8.95375 0.10
H -2.82950 7.15423 -10.55652 0.10
H -1.40030 6.15156 -10.44827 0.10
H -1.77626 8.86578 -9.06840 0.07
H -0.81309 8.56458 -10.51723 0.07
H -0.30803 7.88215 -8.97526 0.07
C 3.38788 0.50373 1.86729 -0.10
C 4.55910 1.46171 2.05384 -0.26
C 5.22641 1.86445 0.73989 -0.23
C 5.85788 0.71543 -0.04769 -0.23
C 6.91774 -0.08365 0.70808 -0.28
C 8.13135 0.74714 1.11313 -0.12
H 3.71079 -0.44369 1.42692 0.08
H 2.92222 0.28199 2.82805 0.07
H 2.62878 0.93871 1.22395 0.06
H 5.29488 1.01888 2.73559 0.10
H 4.19117 2.36522 2.54564 0.10
H 5.98760 2.62495 0.94847 0.10
H 4.48311 2.35322 0.10212 0.11
H 6.30695 1.12580 -0.95979 0.10
H 5.07368 0.03105 -0.38285 0.10
H 7.25589 -0.90238 0.06476 0.10
H 6.48087 -0.55234 1.59365 0.10
H 8.60665 1.19552 0.23723 0.07
H 8.87314 0.12036 1.61334 0.06
H 7.85886 1.54730 1.80302 0.06
```

The value obtained for the largest force on an atom is 0.0640 hartree/bohr. The value obtained for the HOMO energy is -0.17604 Ha. For the LUMO energy, the calculation gives 2.28 eV. As for the charge: -1. As for the energy: -7401.0104 Eh.

***

Record 3
C35H72N6O10 | the ωB97M-V functional and the def2-TZVPD basis

```
123
Properties=species:S:1:pos:R:3:lowdin_charge:R:1
C -0.90121 3.44497 10.24745 -0.06
C -1.75515 2.24934 9.89515 -0.34
C -3.12160 2.23453 10.54212 -0.06
C -1.30602 1.24112 9.08833 -0.10
C -0.96443 1.40504 7.63914 -0.20
C 0.38422 0.76678 7.25668 -0.18
C 0.86229 1.03418 5.83024 -0.38
C 0.85020 2.53123 5.52104 -0.07
C 0.11233 0.20112 4.78766 -0.15
C 0.72238 0.28264 3.38207 -0.12
C 1.35993 -1.03519 2.90867 -0.20
C 1.00213 -1.18534 1.42388 -0.09
O 1.76805 -0.08138 0.85345 0.02
C 3.00512 -0.18302 1.39804 -0.39
O 4.01370 0.33260 0.91917 0.11
C 2.87582 -1.03197 2.69805 -0.19
O 3.24690 -2.40099 2.54634 -0.08
C 4.31329 -2.65171 1.65502 -0.17
C 4.96602 -3.95326 2.08195 -0.38
C 5.70572 -4.65258 0.93018 -0.04
O 5.90466 -3.56927 3.09099 -0.04
H -1.52874 4.33726 10.28900 0.07
H -0.05288 3.56286 9.58329 0.07
H -0.59402 3.25198 11.27307 0.09
H -3.37399 3.23465 10.88082 0.07
H -3.88030 1.90273 9.84937 0.07
H -3.08605 1.62071 11.45033 0.08
H -1.14294 0.24482 9.50070 0.11
H -1.74725 0.87409 7.09670 0.12
H -1.04606 2.45130 7.35273 0.11
H 0.26831 -0.31425 7.37004 0.11
H 1.12566 1.06286 7.99574 0.11
H 1.91120 0.72142 5.77475 0.13
H -0.15631 2.91389 5.44120 0.05
H 1.29421 3.02895 6.38655 0.09
H 1.45914 2.80601 4.66513 0.06
H -0.90005 0.60314 4.75404 0.12
H 0.06248 -0.82247 5.15167 0.11
H -0.09148 0.50334 2.69846 0.11
H 1.40637 1.11904 3.27576 0.11
H 1.05846 -1.93682 3.43294 0.15
H -0.02655 -1.03881 1.12382 0.13
H 1.41688 -2.08492 0.97902 0.13
H 3.47746 -0.67104 3.53035 0.17
H 3.98930 -2.74980 0.61488 0.13
H 5.09587 -1.89517 1.69651 0.14
H 4.19327 -4.61260 2.47483 0.14
H 6.77263 -4.70487 1.11914 0.08
H 5.53593 -4.20320 -0.04314 0.07
H 5.33412 -5.67098 0.88916 0.05
H 6.36181 -4.35623 3.39619 0.08
C 0.86710 -3.45394 -3.93430 -0.01
C -0.45704 -2.99851 -3.37418 -0.55
O -1.39138 -3.77093 -3.19251 0.01
N -0.57954 -1.68286 -3.07940 0.02
C 0.41540 -0.62975 -3.22996 -0.06
H 0.82568 -4.52118 -4.13060 0.07
H 1.07486 -2.93737 -4.87230 0.09
H 1.66631 -3.26061 -3.21737 0.08
H -1.48516 -1.43329 -2.71546 0.14
H 0.60121 -0.17440 -2.25483 0.08
H 0.02421 0.12818 -3.90702 0.06
H 1.34573 -1.01328 -3.62955 0.08
C 0.02804 1.84314 -8.22649 -0.01
C -0.49460 0.98562 -7.09562 -0.55
O 0.24578 0.26064 -6.44104 0.01
N -1.81660 1.03768 -6.82072 0.01
C -2.83384 1.82984 -7.47734 -0.08
H 1.09857 1.68697 -8.31706 0.08
H -0.44641 1.56518 -9.16828 0.08
H -0.15482 2.89882 -8.02202 0.08
H -2.10279 0.43737 -6.06095 0.10
H -3.30312 2.47777 -6.73426 0.07
H -3.59516 1.16390 -7.88315 0.07
H -2.41980 2.43554 -8.27726 0.07
C -3.92360 -2.81419 -4.95211 0.00
C -4.33395 -1.68394 -5.85863 -0.51
O -3.75208 -0.60352 -5.85074 0.01
N -5.37481 -1.88943 -6.70052 0.01
C -6.17824 -3.08878 -6.85450 -0.07
H -3.08284 -2.49907 -4.34670 0.05
H -4.74438 -3.08974 -4.28897 0.09
H -3.61776 -3.68041 -5.53873 0.10
H -5.59329 -1.09248 -7.27705 0.14
H -6.10436 -3.44519 -7.88300 0.08
H -7.22290 -2.85513 -6.64375 0.08
H -5.84738 -3.87236 -6.18293 0.07
C -1.89521 6.05400 2.39252 -0.01
C -0.87973 5.14659 3.04390 -0.54
O -1.20081 4.27823 3.83957 0.03
N 0.42639 5.32843 2.71484 0.01
C 0.99466 6.29971 1.79770 -0.07
H -2.88324 5.78728 2.75378 0.08
H -1.69972 7.09567 2.64873 0.09
H -1.87843 5.93991 1.30902 0.08
H 1.05154 4.69270 3.18426 0.13
H 1.52976 5.77861 1.00204 0.08
H 1.70409 6.93340 2.33262 0.08
H 0.22480 6.92340 1.35746 0.07
C 2.90842 -6.82342 -2.89445 0.00
C 3.51224 -7.19814 -1.56326 -0.54
O 3.48657 -6.44876 -0.60096 0.03
N 4.09818 -8.42243 -1.46501 0.01
C 4.22666 -9.44358 -2.48884 -0.08
H 2.48723 -5.82614 -2.82268 0.06
H 3.67542 -6.82106 -3.66996 0.09
H 2.11338 -7.52152 -3.15820 0.09
H 4.48084 -8.61200 -0.55271 0.14
H 3.73659 -10.35907 -2.15314 0.08
H 5.28314 -9.65962 -2.65691 0.08
H 3.77811 -9.12437 -3.42239 0.07
C -3.40154 7.00849 -4.93519 -0.01
C -2.83773 6.65595 -3.57887 -0.56
O -2.83964 7.44797 -2.65143 0.03
N -2.31905 5.40912 -3.42052 0.00
C -2.22682 4.33975 -4.39752 -0.08
H -3.77352 8.02744 -4.90209 0.08
H -2.62696 6.94333 -5.70026 0.08
H -4.22675 6.34289 -5.19129 0.08
H -1.96068 5.23736 -2.49495 0.14
H -2.76710 3.46537 -4.02985 0.08
H -1.17791 4.06869 -4.53125 0.09
H -2.64103 4.63882 -5.35406 0.06
```

Its SMILES is CC(C)=CCC[C@H](C)CC[C@H]1COC(=O)[C@@H]1OC[C@@H](C)O.CNC(C)=O.CNC(C)=O.CNC(C)=O.CNC(C)=O.CNC(C)=O.CNC(C)=O. The value obtained for the largest force on an atom is 0.0549 hartree/bohr. The value obtained for the HOMO energy is -0.25298 Ha. For the LUMO energy, the calculation gives 0.43 eV. As for the energy: -2457.7049 Eh.